#A
CH2Cl2N2 | the ωB97M-V functional and the def2-TZVPD basis

The value obtained for the orbital gap (spin up / spin down) is 8.04 / 7.62 eV. The value obtained for the LUMO energy (spin up / spin down) is -0.70 / -0.40 eV. The HOMO energy (spin up / spin down) is -8.735 / -8.022 eV.

Atoms and positions in Å:
Cl  -4.266  0.482  0.189
Cl  -1.908  -2.035  -0.074
N  -2.976  1.158  -0.253
N  -0.380  -0.230  0.189
C  -1.411  -0.465  -0.575
H  0.005  -1.012  0.758
H  -0.153  0.726  0.284

#B
CH2Cl2N2 | the ωB97M-V functional and the def2-TZVPD basis

The value obtained for the orbital gap (spin up / spin down) is 8.16 / 8.16 eV. The value obtained for the LUMO energy (spin up / spin down) is -0.12 / -0.12 eV. The HOMO energy (spin up / spin down) is -8.279 / -8.280 eV.

Atoms and positions in Å:
Cl  2.180  -1.507  0.018
Cl  3.023  1.245  0.168
N  -0.358  -0.718  0.286
N  2.262  -0.008  -0.720
C  0.032  0.380  -0.024
H  0.111  -1.596  0.442
H  -0.129  1.398  -0.044

Result of the stability comparison: #A is the least stable of them.

#A
CH2Cl2N2 | the ωB97M-V functional and the def2-TZVPD basis

The value obtained for the orbital gap (spin up / spin down) is 7.72 / 7.72 eV. The value obtained for the LUMO energy (spin up / spin down) is -0.38 / -0.38 eV. The HOMO energy (spin up / spin down) is -8.101 / -8.102 eV.

Atoms and positions in Å:
Cl  1.060  0.267  -1.615
Cl  -1.504  1.111  -1.043
N  -0.525  -0.303  -1.370
N  0.944  -0.030  1.114
C  -0.115  -0.487  1.201
H  1.257  0.228  0.162
H  -1.118  -0.785  1.549

#B
CH2Cl2N2 | the ωB97M-V functional and the def2-TZVPD basis

The value obtained for the orbital gap is 9.78 eV. Its SMILES is N/C(Cl)=N/Cl. The value obtained for the LUMO energy is 0.61 eV. The HOMO energy is -9.171 eV.

Atoms and positions in Å:
Cl  4.096  -0.653  -0.008
Cl  2.264  1.704  0.025
N  2.448  -1.072  0.049
N  0.245  0.149  0.032
C  1.616  0.101  -0.065
H  -0.173  -0.686  -0.417
H  -0.161  0.954  -0.394

Result of the stability comparison: #A is the least stable of them.

#A
C3H3Br2N | the ωB97M-V functional and the def2-TZVPD basis

The value obtained for the orbital gap is 11.01 eV. Its SMILES is N#C[C@H](Br)CBr. The value obtained for the LUMO energy is 0.07 eV. The HOMO energy is -10.943 eV.

Atoms and positions in Å:
Br  2.388  0.233  0.122
Br  -2.266  0.607  0.007
N  -0.457  -2.668  -0.263
C  -0.440  -1.578  0.064
C  -0.443  -0.026  0.387
C  0.571  0.807  -0.343
H  0.479  1.846  -0.017
H  -0.307  0.028  1.471
H  0.474  0.751  -1.428

#B
C3H3Br2N | the ωB97M-V functional and the def2-TZVPD basis

The value obtained for the orbital gap is 10.84 eV. The value obtained for the LUMO energy is 0.40 eV. The HOMO energy is -10.438 eV.

Atoms and positions in Å:
Br  -1.598  1.502  0.058
Br  -2.034  -1.677  0.166
N  1.553  1.803  -0.571
C  1.268  0.757  -0.184
C  -0.836  -0.286  -0.186
C  0.599  -0.342  0.404
H  0.600  -0.135  1.442
H  1.144  -1.290  0.132
H  -0.695  -0.332  -1.261

Result of the stability comparison: #B is the least stable of them.

#A
C4H9N2 | the ωB97M-V functional and the def2-TZVPD basis

As for the charge: +1. The value obtained for the orbital gap is 10.03 eV. Its SMILES is C=[N+]1CN1CC. The value obtained for the LUMO energy is -4.93 eV. The HOMO energy is -14.953 eV.

Atoms and positions in Å:
N  0.185  0.901  -1.056
N  0.772  0.292  -0.101
C  0.100  0.060  1.078
C  0.476  -0.445  -1.275
C  -0.237  2.055  -1.349
C  -0.302  -1.398  1.317
H  0.340  -2.085  0.886
H  -0.519  2.264  -2.393
H  -1.302  -1.661  0.888
H  -0.329  2.783  -0.551
H  1.415  -0.756  -1.875
H  -0.327  -1.539  2.318
H  -0.817  0.630  1.232
H  0.782  0.272  2.011
H  -0.235  -1.372  -1.131

#B
C4H9N2 | the ωB97M-V functional and the def2-TZVPD basis

As for the charge: +1. The value obtained for the orbital gap is 11.40 eV. Its SMILES is C[NH2+][C@@H]1[C@H]2CN21. The value obtained for the LUMO energy is -3.33 eV. The HOMO energy is -14.736 eV.

Atoms and positions in Å:
N  0.917  -0.182  0.648
N  -1.327  -0.734  0.139
C  2.252  -0.226  -0.041
C  -2.382  -0.045  -0.485
C  -0.163  0.069  -0.298
C  -1.368  0.741  0.259
H  2.997  0.084  0.665
H  -1.398  1.271  1.112
H  0.100  0.145  -1.408
H  2.466  -1.164  -0.409
H  1.009  0.633  1.181
H  -2.486  0.118  -1.555
H  0.667  -0.984  1.165
H  2.110  0.474  -0.916
H  -3.393  -0.199  -0.058

Result of the stability comparison: #A is the least stable of them.

#A
CH2O2S | the ωB97M-V functional and the def2-TZVPD basis

The value obtained for the orbital gap (spin up / spin down) is 8.06 / 8.06 eV. The value obtained for the LUMO energy (spin up / spin down) is -1.07 / -1.07 eV. The HOMO energy (spin up / spin down) is -9.129 / -9.129 eV.

Atoms and positions in Å:
S  2.098  -0.815  0.838
O  -0.205  -0.299  -0.931
O  -1.367  0.325  -0.800
C  0.992  0.204  0.378
H  -1.881  -0.307  -0.263
H  0.364  0.891  0.779

#B
CH2O2S | the ωB97M-V functional and the def2-TZVPD basis

The value obtained for the orbital gap (spin up / spin down) is 8.45 / 7.89 eV. The value obtained for the LUMO energy (spin up / spin down) is 0.01 / -0.59 eV. The HOMO energy (spin up / spin down) is -8.439 / -8.484 eV.

Atoms and positions in Å:
S  1.607  -0.463  -0.106
O  2.550  0.584  -0.034
O  0.154  0.211  -0.060
C  -1.164  0.011  -0.104
H  -1.611  0.610  0.570
H  -1.536  -0.953  -0.265

Result of the stability comparison: #A is the least stable of them.

#A
CH2O2S | the ωB97M-V functional and the def2-TZVPD basis

The value obtained for the orbital gap is 9.38 eV. The value obtained for the LUMO energy is -0.20 eV. The HOMO energy is -9.583 eV.

Atoms and positions in Å:
S  -0.962  -0.558  0.106
O  1.666  -0.190  -0.328
O  -1.856  0.551  -0.227
C  0.768  0.168  0.367
H  -0.401  -0.897  -1.086
H  0.784  0.927  1.167

#B
CH2O2S | the ωB97M-V functional and the def2-TZVPD basis

The value obtained for the orbital gap is 8.34 eV. Its SMILES is OC(O)=S. The value obtained for the LUMO energy is -0.45 eV. The HOMO energy is -8.790 eV.

Atoms and positions in Å:
S  -1.927  0.869  0.162
O  0.510  0.560  -1.001
O  -0.238  -0.820  0.827
C  -0.451  0.172  -0.133
H  0.582  -1.157  0.670
H  1.524  0.376  -0.524

#C
CH2O2S | the ωB97M-V functional and the def2-TZVPD basis

The value obtained for the orbital gap (spin up / spin down) is 7.37 / 9.37 eV. The value obtained for the LUMO energy (spin up / spin down) is -2.40 / -0.78 eV. The HOMO energy (spin up / spin down) is -9.771 / -10.156 eV.

Atoms and positions in Å:
S  -0.613  1.647  0.002
O  -1.532  -1.140  0.091
O  -0.243  -1.080  -0.098
C  0.366  0.169  -0.034
H  1.083  0.203  -0.867
H  0.939  0.201  0.906

#D
CH2O2S | the ωB97M-V functional and the def2-TZVPD basis

The value obtained for the orbital gap is 10.67 eV. The value obtained for the LUMO energy is 0.60 eV. The HOMO energy is -10.078 eV.

Atoms and positions in Å:
S  0.614  1.039  -0.030
O  -0.706  0.553  -0.735
O  1.853  0.629  -0.637
C  -0.429  -0.429  0.314
H  -1.230  -0.251  1.043
H  -0.103  -1.540  0.045

Result of the stability comparison: #C is the least stable of them.

#A
C6H8N2O | the ωB97M-V functional and the def2-TZVPD basis

The value obtained for the orbital gap is 9.64 eV. Its SMILES is [H]/N=C(\C)C1=NCC=C1O. The value obtained for the LUMO energy is 0.72 eV. The HOMO energy is -8.918 eV.

Atoms and positions in Å:
O  -0.842  -1.436  1.911
N  0.063  -0.009  -1.248
N  2.214  0.237  1.205
C  0.160  -0.090  0.038
C  -1.420  -1.648  -0.470
C  -0.772  -1.127  0.602
C  1.273  0.821  0.582
C  -0.997  -0.861  -1.693
C  0.888  2.270  0.225
H  -0.555  -1.401  -2.637
H  3.155  0.610  1.312
H  1.698  2.801  -0.078
H  -1.854  -0.339  -1.867
H  -1.354  -2.288  2.029
H  0.384  2.661  1.099
H  -2.285  -2.359  -0.388
H  0.245  2.160  -0.624

#B
C6H8N2O | the ωB97M-V functional and the def2-TZVPD basis

The value obtained for the orbital gap is 8.43 eV. The value obtained for the LUMO energy is 0.49 eV. The HOMO energy is -7.941 eV.

Atoms and positions in Å:
O  -1.583  1.722  2.071
N  -0.458  1.048  0.117
N  0.522  -0.881  2.559
C  0.282  0.148  1.989
C  1.071  -0.494  -0.858
C  0.887  0.687  0.056
C  -0.812  0.990  1.524
C  -1.101  0.477  -1.026
C  -0.370  -0.774  -1.376
H  -0.385  -0.862  -2.378
H  1.460  -1.319  2.485
H  1.738  1.277  0.353
H  1.594  -0.267  -1.777
H  -2.165  0.133  -0.623
H  -1.297  1.215  -1.778
H  1.416  -1.337  -0.366
H  -0.800  -1.764  -0.971

#C
C6H8N2O | the ωB97M-V functional and the def2-TZVPD basis

The value obtained for the orbital gap is 9.20 eV. Its SMILES is C1=C\CO/N=C\N\C=C/1. The value obtained for the LUMO energy is 0.78 eV. The HOMO energy is -8.419 eV.

Atoms and positions in Å:
O  -0.764  0.633  -1.298
N  -1.486  0.001  1.248
N  -0.962  1.722  -0.454
C  -1.290  1.304  0.704
C  0.656  0.563  -1.742
C  1.449  -0.589  0.348
C  1.648  0.452  -0.526
C  -0.930  -1.273  0.857
C  0.286  -1.607  0.464
H  -2.376  -0.168  1.865
H  -1.707  -1.985  1.063
H  0.848  1.443  -2.529
H  2.539  1.156  -0.436
H  0.744  -0.471  -2.394
H  2.329  -0.716  0.996
H  -1.623  2.099  1.339
H  0.638  -2.564  0.497

Result of the stability comparison: #C is the least stable of them.